Entry 1:
2 unconnected molecules or ions with the total composition C3H4N2O in a non-equilibrium geometry. Source: OMol25; level of theory: the ωB97M-V functional and the def2-TZVPD basis.

ORCA input file:
```
! RIJCOSX wB97M-V def2-TZVPD def2/J DEFGRID3
* xyz 0 1
O -0.894 1.077 -0.153
C -1.346 -0.104 -0.392
N -0.697 -1.131 -0.012
C 0.734 0.503 0.711
C 1.644 0.377 -0.351
N 2.402 0.294 -1.210
H -2.290 -0.141 -0.916
H -1.061 -2.038 -0.259
H 0.669 1.468 1.164
H 0.838 -0.306 1.420
*
```

Summary:
energy relative to the best compared isomer or geometry (same formula, charge and spin) = 81.7 kcal per mole
Kohn-Sham gap = 0.35386 hartree
HOMO = -10.403 eV
maximum force = 2.64 eV/A
electronic energy = -8200.3408 eV


Entry 2:
A molecular structure, C3H11N2 in a non-equilibrium geometry. Source: OMol25; level of theory: the ωB97M-V functional and the def2-TZVPD basis.

ORCA input file:
```
! RIJCOSX wB97M-V def2-TZVPD def2/J DEFGRID3
* xyz 1 1
C 1.527 -1.136 -0.283
C -0.839 -0.462 0.485
C 0.564 -0.088 0.068
N 0.911 1.128 0.327
N -1.620 0.737 0.743
H 2.504 -0.731 -0.540
H 1.645 -1.781 0.592
H 1.169 -1.777 -1.085
H -0.739 -1.007 1.433
H -1.274 -1.164 -0.237
H -0.693 0.635 -1.413
H 0.162 1.740 0.679
H 1.845 1.493 0.191
H -0.753 0.756 -2.192
H -2.407 0.534 1.346
H -2.003 1.123 -0.116
*
```

Summary:
energy relative to the best compared isomer or geometry (same formula, charge and spin) = 32.8 kcal per mole
Kohn-Sham gap = 0.38034 hartree
HOMO = -14.842 eV
maximum force = 2.44 eV/A
electronic energy = -6262.1597 eV


Entry 3:
9 unconnected molecules or ions with the total composition C52H50BF8O2P2S in a non-equilibrium geometry. Source: OMol25; level of theory: the ωB97M-V functional and the def2-TZVPD basis.

ORCA input file:
```
! RIJCOSX wB97M-V def2-TZVPD def2/J DEFGRID3
* xyz 1 1
C 1.286 6.489 7.542
C 0.646 5.817 6.782
P -0.402 4.950 5.758
P 0.071 5.420 3.623
S 1.949 5.745 3.395
B -0.019 3.022 5.991
O -0.697 2.360 6.946
O 0.890 2.553 5.156
C 1.367 1.186 5.310
C 1.683 0.658 3.926
H 1.711 7.135 8.280
H -1.733 5.269 6.063
H -0.350 4.240 2.990
H -0.797 6.462 3.259
H -1.587 2.717 7.054
H 0.615 0.555 5.767
H 2.266 1.223 5.915
H 2.270 -0.249 3.966
H 0.755 0.510 3.387
H 2.225 1.431 3.386
F -3.043 2.612 5.561
C -3.887 1.608 5.144
C -5.222 1.894 4.978
C -6.063 0.878 4.551
C -5.557 -0.392 4.307
C -4.206 -0.650 4.487
C -3.354 0.361 4.909
H -5.595 2.890 5.179
H -7.116 1.079 4.408
H -6.218 -1.181 3.977
H -3.811 -1.638 4.301
H -2.295 0.185 5.051
F -0.082 -0.862 1.692
C -0.056 -0.378 0.425
C 0.764 -0.981 -0.505
C 0.788 -0.481 -1.799
C -0.001 0.611 -2.141
C -0.817 1.199 -1.185
C -0.851 0.703 0.111
H 1.372 -1.828 -0.217
H 1.422 -0.945 -2.537
H 0.021 1.001 -3.148
H -1.433 2.048 -1.449
H -1.489 1.141 0.868
F 2.110 0.444 -4.272
C 2.926 -0.245 -5.107
C 2.433 -1.367 -5.736
C 3.264 -2.077 -6.590
C 4.571 -1.658 -6.792
C 5.047 -0.525 -6.144
C 4.219 0.195 -5.295
H 1.413 -1.680 -5.558
H 2.888 -2.956 -7.095
H 5.219 -2.213 -7.456
H 6.066 -0.200 -6.300
H 4.567 1.083 -4.785
F 2.003 8.872 13.837
C 2.586 7.990 13.008
C 1.839 6.934 12.524
C 2.445 6.028 11.666
C 3.778 6.184 11.309
C 4.509 7.253 11.811
C 3.911 8.168 12.665
H 0.805 6.828 12.822
H 1.874 5.195 11.275
H 4.248 5.472 10.643
H 5.549 7.373 11.541
H 4.461 9.009 13.064
F 8.092 4.837 6.905
C 7.023 4.294 6.300
C 5.929 5.093 6.034
C 4.829 4.528 5.407
C 4.833 3.184 5.062
C 5.943 2.399 5.343
C 7.051 2.955 5.964
H 5.946 6.138 6.314
H 3.962 5.134 5.184
H 3.970 2.750 4.571
H 5.950 1.351 5.076
H 7.930 2.365 6.185
F 1.348 -4.634 -4.678
C 0.549 -4.848 -5.744
C 0.832 -5.897 -6.596
C 0.006 -6.112 -7.689
C -1.079 -5.280 -7.923
C -1.345 -4.229 -7.057
C -0.529 -4.011 -5.956
H 1.687 -6.532 -6.400
H 0.214 -6.930 -8.360
H -1.716 -5.452 -8.781
H -2.183 -3.578 -7.235
H -0.727 -3.201 -5.266
F -3.613 -1.959 -6.608
C -4.817 -1.880 -7.221
C -5.565 -0.731 -7.072
C -6.796 -0.653 -7.706
C -7.260 -1.717 -8.467
C -6.488 -2.863 -8.599
C -5.253 -2.950 -7.975
H -5.187 0.084 -6.470
H -7.394 0.242 -7.606
H -8.221 -1.652 -8.958
H -6.848 -3.694 -9.189
H -4.634 -3.832 -8.069
F -2.850 -6.875 -10.769
C -2.867 -8.159 -10.352
C -4.033 -8.887 -10.472
C -4.042 -10.205 -10.042
C -2.898 -10.772 -9.495
C -1.738 -10.018 -9.382
C -1.717 -8.702 -9.817
H -4.914 -8.424 -10.895
H -4.945 -10.792 -10.134
H -2.912 -11.799 -9.159
H -0.847 -10.456 -8.954
H -0.823 -8.102 -9.750
*
```

Summary:
Kohn-Sham gap = 0.24279 hartree
HOMO = -10.279 eV
maximum force = 1.44 eV/A
electronic energy = -110652.2322 eV


Entry 4:
11 unconnected molecules or ions with the total composition C36H66F30N12P5 in a non-equilibrium geometry. Source: OMol25; level of theory: the ωB97M-V functional and the def2-TZVPD basis.

ORCA input file:
```
! RIJCOSX wB97M-V def2-TZVPD def2/J DEFGRID3
* xyz 1 1
C 9.785 11.959 13.996
C 11.212 11.769 13.602
N 11.412 11.057 12.333
C 11.121 9.725 12.097
C 11.683 9.409 10.840
N 12.401 10.490 10.427
C 12.071 11.523 11.250
C 13.282 10.550 9.281
H 9.141 11.094 13.840
H 9.430 12.853 13.484
H 9.578 12.214 15.036
H 11.802 11.417 14.449
H 11.580 12.787 13.479
H 10.640 9.029 12.769
H 11.782 8.441 10.370
H 12.538 12.496 11.297
H 12.892 9.971 8.444
H 14.221 10.091 9.587
H 13.412 11.594 8.993
C 14.083 0.798 7.205
C 14.349 2.039 8.125
N 15.176 3.018 7.466
C 16.392 2.731 6.966
C 16.765 3.813 6.210
N 15.904 4.842 6.397
C 14.825 4.312 7.158
C 16.077 6.179 5.763
H 13.682 0.958 6.204
H 13.460 0.068 7.722
H 15.126 0.486 7.134
H 14.742 1.536 9.009
H 13.425 2.445 8.537
H 16.897 1.785 7.093
H 17.624 3.982 5.579
H 13.813 4.657 7.308
H 16.686 6.832 6.389
H 15.075 6.581 5.617
H 16.515 6.256 4.768
C 17.170 8.820 8.597
C 17.795 9.128 9.988
N 19.238 9.048 9.830
C 19.993 10.143 9.452
C 21.249 9.781 9.240
N 21.294 8.351 9.418
C 20.076 7.947 9.879
C 22.414 7.619 9.021
H 17.498 7.850 8.224
H 17.539 9.392 7.746
H 16.087 8.936 8.561
H 17.495 8.333 10.671
H 17.542 10.129 10.339
H 19.514 11.110 9.430
H 22.120 10.375 9.007
H 19.806 6.921 10.081
H 23.333 8.145 9.277
H 22.278 7.444 7.954
H 22.353 6.651 9.518
C 22.298 16.511 4.591
C 22.722 16.977 5.964
N 22.609 15.971 7.031
C 23.568 15.247 7.674
C 22.938 14.425 8.648
N 21.613 14.670 8.453
C 21.426 15.617 7.528
C 20.608 13.915 9.066
H 22.490 17.400 3.989
H 21.298 16.106 4.434
H 23.022 15.819 4.162
H 22.098 17.812 6.283
H 23.623 17.588 5.926
H 24.595 15.299 7.344
H 23.482 13.650 9.166
H 20.473 16.073 7.302
H 19.840 13.812 8.299
H 20.112 14.604 9.751
H 20.934 12.923 9.378
C 21.426 3.946 7.852
C 22.806 3.804 7.323
N 23.312 2.433 7.559
C 24.469 2.031 8.298
C 24.638 0.620 8.176
N 23.531 0.160 7.430
C 22.766 1.268 7.087
C 23.355 -1.251 7.093
H 21.427 3.664 8.905
H 20.773 3.271 7.298
H 21.121 4.982 7.709
H 23.450 4.505 7.854
H 22.739 4.040 6.261
H 25.077 2.793 8.763
H 25.330 -0.152 8.480
H 21.872 1.309 6.483
H 24.288 -1.798 6.955
H 22.844 -1.362 6.137
H 22.872 -1.721 7.949
C 14.341 6.949 11.923
C 14.519 5.968 10.814
N 14.309 4.678 11.368
C 15.232 3.717 11.889
C 14.542 2.540 12.188
N 13.233 2.708 11.893
C 13.082 3.979 11.317
C 12.226 1.628 11.900
H 13.348 6.920 12.371
H 14.590 7.978 11.663
H 15.133 6.820 12.660
H 15.555 6.070 10.493
H 13.894 6.276 9.975
H 16.300 3.868 11.931
H 14.960 1.602 12.522
H 12.182 4.455 10.955
H 12.658 0.664 11.630
H 11.341 1.815 11.291
H 11.873 1.614 12.931
P 19.144 4.927 12.050
F 18.156 5.827 11.096
F 20.238 4.851 10.848
F 19.985 6.249 12.452
F 20.089 4.065 13.035
F 17.895 4.979 13.202
F 18.546 3.575 11.367
P 25.180 4.813 11.260
F 26.556 5.403 11.897
F 26.081 4.713 9.963
F 25.678 3.355 11.718
F 23.955 4.217 10.286
F 24.319 4.927 12.642
F 24.781 6.311 10.791
P 25.869 11.212 7.897
F 24.266 11.063 8.130
F 25.521 12.202 6.591
F 25.687 12.565 8.821
F 27.406 11.544 7.775
F 26.113 10.328 9.197
F 25.878 9.868 6.909
P 15.692 10.503 13.184
F 15.373 12.087 13.448
F 16.141 10.219 14.726
F 14.275 9.948 13.563
F 16.143 8.946 13.031
F 15.320 10.791 11.611
F 17.223 11.057 12.732
P 19.781 7.603 5.513
F 21.208 6.780 5.499
F 20.238 8.804 6.528
F 20.096 8.549 4.201
F 18.338 8.147 5.539
F 19.116 6.616 4.362
F 19.361 6.632 6.815
*
```

Summary:
energy relative to the best compared isomer or geometry (same formula, charge and spin) = 145.0 kcal per mole
Kohn-Sham gap = 0.26808 hartree
HOMO = -10.871 eV
maximum force = 6.93 eV/A
electronic energy = -184269.7088 eV